Record 1
Below is a 2-piece molecular cluster, C4H11O2P overall, with properties calculated with ωB97M-V/def2-TZVPD.

strongest force on any atom: 0.060 Eh/bohr
HOMO energy (alpha / beta): -6.74 / -9.88 eV
E: -17705.8673 eV
<S²>: 2.007
M: 122.10 g mol⁻¹

```
! wB97M-V def2-TZVPD RIJCOSX def2/J DEFGRID3
* xyz 0 3
C -2.21 0.39 -0.19
C 2.57 -1.39 -0.42
C 0.69 1.84 0.09
C -1.08 -0.56 -0.42
O 0.15 -0.18 2.03
O -1.34 -1.80 0.19
P 0.37 0.06 0.60
H -3.11 -0.16 -0.17
H -2.00 0.91 0.68
H -2.33 1.14 -0.90
H 1.88 -2.14 -0.91
H 2.81 -0.61 -1.08
H 3.04 -1.58 0.58
H 1.70 1.77 -0.48
H -0.05 2.41 -0.46
H 0.87 2.27 1.04
H -0.70 -0.66 -1.39
H -1.27 -1.67 1.22
*
```



Record 2
Below is one molecule with the formula C11H15I, with properties calculated with ωB97M-V/def2-TZVPD.

structure (SMILES): Cc1c(C)c(C)c(I)c(C)c1C
strongest force on any atom: 0.041 Eh/bohr
HOMO energy: -8.52 eV
E: -19750.7705 eV
M: 274.14 g mol⁻¹

```
! wB97M-V def2-TZVPD RIJCOSX def2/J DEFGRID3
* xyz 0 1
C 0.64 -1.98 -1.52
C 0.35 -0.80 -0.61
C 0.55 0.49 -1.05
C 1.30 0.76 -2.36
C 0.13 1.56 -0.19
C 0.25 2.95 -0.69
C -0.38 1.32 1.07
I -0.67 3.01 2.59
C -0.71 0.02 1.45
C -1.50 -0.21 2.70
C -0.25 -1.04 0.66
C -0.46 -2.49 1.13
H 1.69 -2.31 -1.43
H 0.40 -1.74 -2.55
H 0.02 -2.84 -1.37
H 0.62 0.82 -3.19
H 1.82 1.74 -2.32
H 2.03 0.01 -2.63
H -0.06 3.03 -1.77
H 1.26 3.39 -0.61
H -0.42 3.63 -0.20
H -0.81 -0.13 3.53
H -1.92 -1.18 2.71
H -2.39 0.47 2.84
H -1.37 -2.85 0.70
H -0.48 -2.53 2.21
H 0.39 -3.12 0.89
*
```



Record 3
Below is C4H10NO as an isolated structure, with properties calculated with ωB97M-V/def2-TZVPD.

strongest force on any atom: 0.049 Eh/bohr
HOMO energy: -15.76 eV
E: -7834.8795 eV
M: 88.13 g mol⁻¹

```
! wB97M-V def2-TZVPD RIJCOSX def2/J DEFGRID3
* xyz 1 1
C 1.17 0.75 0.23
C 0.64 0.03 -1.00
C -0.90 -0.13 -1.06
C -1.42 -0.66 0.29
O -1.11 0.21 1.29
N 1.17 -0.17 1.35
H 0.58 1.66 0.42
H 2.19 1.15 0.04
H 1.02 -1.00 -0.94
H 1.06 0.35 -1.96
H -1.13 -1.71 0.46
H -1.13 -0.69 -1.95
H -2.54 -0.70 0.19
H 1.76 0.29 2.06
H -1.39 0.85 -1.12
H 0.03 -0.23 1.68
*
```



Record 4
Below is a 2-piece molecular cluster, C2H6N4O5P overall, with properties calculated with ωB97M-V/def2-TZVPD.

strongest force on any atom: 0.070 Eh/bohr
HOMO energy: -5.18 eV
E: -27662.1978 eV
M: 197.07 g mol⁻¹

```
! wB97M-V def2-TZVPD RIJCOSX def2/J DEFGRID3
* xyz -1 1
C -1.08 -1.26 -1.75
C 0.38 -1.82 1.31
N -1.27 -0.22 -2.72
N -0.06 -1.14 -0.92
N -0.03 -2.00 0.17
N 0.68 -2.33 2.40
O 1.07 1.37 -0.70
O -0.06 2.92 0.80
O -1.81 -2.24 -1.82
O 2.10 2.06 1.60
O -0.01 0.45 1.59
P 0.70 1.50 0.78
H -1.31 0.66 -2.30
H -1.95 -0.37 -3.41
H 0.33 -0.26 -0.77
H -0.68 2.98 1.50
H 0.20 -2.15 3.31
H 2.80 1.85 0.93
*
```